{"formula": "C20H31ClF4NO16P2", "method": "ωB97M-V/def2-TZVPD", "homo_energy_ev": -3.27, "multiplicity": 1, "e_lumo_ev": 1.90, "total_charge": -1, "orbital_gap_ev": 5.16, "elements": ["C", "C", "C", "P", "N", "C", "C", "O", "C", "O", "C", "O", "C", "P", "O", "Cl", "H", "H", "H", "H", "H", "H", "H", "H", "H", "H", "H", "H", "H", "H", "H", "H", "H", "H", "H", "C", "C", "O", "C", "O", "O", "F", "H", "H", "H", "C", "C", "O", "C", "O", "O", "F", "H", "H", "H", "C", "C", "O", "C", "O", "O", "F", "H", "H", "H", "C", "C", "O", "C", "O", "O", "F", "H", "H", "H"], "positions_angstrom": [[-4.365, 2.150, -1.569], [-3.912, 1.362, -0.581], [-3.416, -0.042, -0.730], [-1.508, -0.346, -1.142], [0.247, -0.778, -1.475], [-0.971, 1.331, -0.295], [-0.932, 1.320, 1.213], [-2.164, 0.868, 1.845], [-2.057, -0.142, 2.691], [-1.174, -0.291, 3.502], [-1.955, -2.077, -1.869], [-1.401, -2.302, -3.154], [-1.834, -3.506, -3.715], [-1.739, 0.824, -3.168], [-0.468, 0.397, -4.177], [-3.289, -0.105, -4.219], [-4.332, 3.228, -1.445], [-4.734, 1.756, -2.509], [-3.939, 1.771, 0.426], [-4.059, -0.534, -1.465], [-3.589, -0.572, 0.212], [-1.342, -1.011, 0.166], [0.751, -0.138, -2.080], [0.737, -0.793, -0.586], [0.085, 1.441, -0.550], [-1.432, 2.224, -0.723], [-0.118, 0.676, 1.549], [-0.703, 2.313, 1.610], [-2.889, -0.851, 2.610], [-1.523, -2.811, -1.170], [-3.035, -2.271, -1.915], [-1.316, -3.627, -4.660], [-1.579, -4.367, -3.080], [-2.916, -3.499, -3.912], [0.249, 1.020, -4.015], [0.549, -3.624, -8.745], [1.448, -4.347, -7.763], [0.590, -4.556, -6.667], [-0.691, -4.616, -7.139], [-1.619, -5.008, -6.527], [-0.733, -4.156, -8.418], [2.504, -3.590, -7.376], [0.560, -2.549, -8.560], [0.791, -3.822, -9.786], [1.823, -5.310, -8.115], [-0.803, 1.945, 5.574], [-0.626, 3.407, 5.919], [-1.949, 3.795, 6.259], [-2.591, 2.691, 6.733], [-3.612, 2.717, 7.339], [-1.900, 1.577, 6.425], [-0.209, 4.135, 4.850], [-1.092, 1.817, 4.532], [0.063, 1.335, 5.776], [0.031, 3.614, 6.760], [4.363, 0.213, 7.193], [3.465, -0.701, 8.002], [2.442, 0.181, 8.422], [2.347, 1.175, 7.499], [1.436, 1.926, 7.403], [3.430, 1.171, 6.691], [4.094, -1.210, 9.088], [5.089, 0.712, 7.837], [4.876, -0.285, 6.376], [3.018, -1.520, 7.436], [3.803, 2.318, -2.800], [4.893, 1.852, -1.857], [4.277, 1.977, -0.595], [2.926, 1.835, -0.775], [2.141, 1.633, 0.081], [2.624, 1.943, -2.094], [5.991, 2.651, -1.902], [3.832, 3.402, -2.919], [3.834, 1.839, -3.775], [5.208, 0.817, -2.002]], "mulliken_charge": [-0.773, -0.240, -1.408, 1.210, -0.759, -0.406, -0.926, -0.133, 0.071, -0.523, -1.288, 0.009, -0.564, 0.068, -0.395, -0.336, 0.226, 0.306, 0.338, 0.748, 0.301, -0.281, -0.009, 0.338, -0.088, 0.582, 0.448, 0.516, 0.428, 0.448, 0.447, -0.106, 0.331, 0.296, 0.298, -0.430, 0.319, -0.285, 0.672, -0.474, -0.327, -0.280, 0.298, 0.249, 0.266, 0.356, 0.470, -0.359, 0.659, -0.550, -0.332, -0.317, -0.322, 0.109, 0.252, -0.416, 0.288, -0.288, 0.626, -0.502, -0.305, -0.285, 0.292, 0.265, 0.293, -0.432, 0.247, -0.358, 0.528, -0.391, -0.268, -0.303, 0.285, 0.275, 0.298]}